{"formula": "C5H7N2S", "method": "wB97M-V/def2-TZVPD", "gap_ev": [8.244, 8.243], "homo_energy_ev": [-14.27, -14.27], "max_force_ev_per_a": 4.696, "energy_ev": -19104.2071, "charge": 1, "relative_energy_ev": 2.873, "e_lumo_ev": [-6.03, -6.03], "elements": ["C", "C", "C", "C", "C", "N", "N", "S", "H", "H", "H", "H", "H", "H", "H"], "positions_angstrom": [[-0.8531, 0.0437, 1.8206], [1.1087, 3.3416, 1.1545], [-0.1574, -0.7854, -0.3809], [1.0938, -0.5819, -1.0795], [-1.2526, -1.6740, -0.9368], [0.6561, 2.3536, 0.8492], [-0.3460, -0.1965, 0.7692], [-1.5563, 0.5392, 3.1064], [1.5175, 4.2517, 1.4822], [0.7821, -0.5716, -2.1951], [1.7688, -1.3047, -0.8934], [1.6977, 0.2823, -0.5427], [-0.7715, -2.4450, -1.5447], [-1.8517, -0.9376, -1.3328], [-1.8360, -2.3155, -0.2764]], "forces_ev_per_angstrom": [[-1.887, 1.198, 2.309], [0.480, 1.099, 0.464], [-0.805, -1.093, 2.270], [-1.377, 4.378, -0.996], [2.611, -1.686, 1.386], [-0.650, -1.458, -0.659], [1.158, -1.365, -2.348], [0.613, -0.474, -0.596], [0.321, 0.698, 0.157], [1.286, 0.429, 1.616], [1.957, -3.438, 0.320], [-1.582, -0.948, -1.844], [-0.292, 0.759, -0.959], [-1.899, 1.125, -1.966], [0.065, 0.775, 0.845]], "nbo_charge": [0.268, 0.157, 0.584, -0.718, -0.695, -0.399, -0.464, 0.352, 0.246, 0.281, 0.288, 0.294, 0.261, 0.269, 0.274]}